{"formula": "C16H18ClN2O2", "method": "ωB97M-V/def2-TZVPD", "gap_ha": 0.315, "homo_ha": -0.4592, "multiplicity": 1, "total_charge": 1, "symbols": ["O", "C", "N", "C", "O", "C", "H", "C", "H", "C", "C", "C", "C", "H", "H", "Cl", "H", "H", "H", "C", "C", "H", "H", "C", "N", "C", "C", "C", "C", "C", "H", "H", "H", "H", "H", "H", "H", "H", "H"], "coordinates": [[1.76102, 0.41360, 0.04507], [0.88037, 1.20748, 0.27681], [-0.05619, 1.03136, 1.26605], [-1.07864, 1.96878, 1.24196], [-1.99247, 1.97994, 2.01529], [-0.84213, 2.86528, 0.04284], [-0.94152, 3.90804, 0.34717], [0.56623, 2.50684, -0.44084], [1.29833, 3.25179, -0.11628], [0.67383, 2.31332, -1.96034], [-0.33280, 1.28058, -2.36201], [-1.55012, 1.37077, -1.84176], [-1.93145, 2.55534, -1.01118], [-2.88725, 2.40388, -0.50898], [-2.03180, 3.41977, -1.67267], [-2.75879, 0.14673, -2.09713], [-0.03693, 0.48641, -3.02711], [1.68102, 1.98683, -2.21513], [0.48075, 3.26473, -2.46035], [0.02827, -0.00751, 2.26970], [-1.08880, -1.04628, 2.14911], [-0.95278, -1.77838, 2.94519], [-2.04544, -0.55076, 2.32051], [-1.16692, -1.72541, 0.77634], [0.12177, -2.20427, 0.29473], [0.85861, -3.01760, 1.06263], [2.09733, -3.45838, 0.65287], [2.58695, -3.05627, -0.58474], [1.79960, -2.23318, -1.37418], [0.57082, -1.81709, -0.90098], [-0.06818, -1.16819, -1.48191], [2.13753, -1.89882, -2.34112], [3.55854, -3.38036, -0.92255], [2.67272, -4.10531, 1.29545], [0.44079, -3.31463, 2.01258], [-1.56829, -1.02696, 0.03861], [-1.85288, -2.57513, 0.84368], [1.01861, -0.46069, 2.16924], [-0.04970, 0.46375, 3.25343]], "lowdin_charge": [0.1075, -0.3739, 0.0661, -0.3765, 0.1499, -0.1356, 0.1666, -0.1503, 0.1696, -0.1057, -0.1226, -0.6610, -0.1234, 0.1182, 0.1386, 0.7156, 0.1106, 0.1248, 0.1349, -0.0971, -0.1236, 0.1162, 0.1227, -0.0963, -0.0320, -0.0022, 0.0098, 0.0083, 0.0053, -0.0134, 0.1099, 0.1301, 0.1288, 0.1268, 0.1491, 0.0831, 0.1491, 0.1265, 0.1454]}